DFT (the ωB97M-V functional and the def2-TZVPD basis) results for one molecule with the formula H5N2PS2 at a distorted geometry.

## Properties
LUMO level	0.5	eV
Kohn-Sham gap	9.80	eV
HOMO energy	-9.28	eV
DFT total energy	-1250.21961	Ha
energy above the lowest of the compared OMol25 structures with the same formula, charge and spin	50.9	kcal per mole

Geometry (Å):
1 N -0.032 -0.218 -1.604
2 P -0.074 -0.132 -0.071
3 N 1.395 0.708 0.898
4 S -0.210 -1.966 0.870
5 S -1.871 0.721 0.766
6 H 0.445 0.562 -1.994
7 H 1.707 1.373 0.201
8 H 1.071 1.083 1.812
9 H -0.331 -2.524 -0.300
10 H -2.103 0.392 -0.577

Atom charges from the natural (NBO) analysis, given in e for atoms 1 to 4: -1.30, 1.51, -1.10, -0.26